11
Properties=species:S:1:pos:R:3:forces:R:3 method="wB97M-V/def2-TZVPD" e_above_lowest_kj_mol=33.4 e_lumo_ha=0.029 energy_ha=-744.98856 e_homo_ev=-9.0 smiles=Cc1ncoc1Cl
C 0.4942 2.1694 0.0123 -2.0 0.2 0.1
C 0.6402 0.6928 -0.0002 0.3 0.5 0.3
C 1.6476 -1.1835 -0.0433 -2.1 0.6 0.3
C -0.3010 -0.2627 0.1188 0.0 0.5 -0.7
H -0.1218 2.5205 -0.8861 1.0 -0.3 1.2
H -0.0964 2.4132 0.9388 0.5 0.1 -0.9
H 1.4536 2.6534 0.0998 0.2 0.1 -0.3
H 2.3424 -1.9688 -0.1660 0.2 -0.8 0.1
N 1.8731 0.0699 -0.0643 0.4 0.3 -0.2
O 0.2810 -1.4614 0.0855 1.5 -1.3 -0.3
Cl -1.9896 -0.1713 -0.0439 0.0 -0.1 0.3

46
Properties=species:S:1:pos:R:3:forces:R:3 method="wB97M-V/def2-TZVPD" e_above_lowest_kj_mol=2208.5 e_lumo_ha=-0.260 energy_ha=-1537.20947 total_charge=+1 e_homo_ev=-11.3
Hf -0.0855 0.1032 0.9090 0.5 -0.4 -2.6
F 0.4619 -0.2422 -2.2369 -0.5 0.3 2.9
C -0.7721 0.5236 4.4843 1.1 -2.3 -8.9
O -1.5798 0.8653 3.5985 -9.4 4.8 0.1
O -0.6450 -0.6579 4.0996 -0.5 -8.9 4.8
O 0.2374 0.9522 3.9243 9.1 6.2 2.9
C 4.3609 -1.9105 1.9725 -1.2 -1.9 -2.7
O 3.3959 -1.5109 1.3218 -0.8 1.3 0.5
N 5.0576 -2.9134 1.4444 1.5 -1.3 -0.4
N 4.6910 -1.5242 3.1745 -0.3 1.9 2.2
H 4.7082 -3.3005 0.5794 0.3 0.1 0.3
H 5.8368 -3.3210 1.9411 -0.2 -0.1 -0.4
H 4.0724 -0.7689 3.4334 0.6 0.0 0.8
H 5.4516 -1.8560 3.7501 -0.3 0.2 -0.3
C -0.7471 -4.9545 -0.2616 1.5 3.2 2.8
O -0.3357 -3.8344 0.1111 -0.9 -0.6 -0.1
N -1.0539 -5.9289 0.5919 -0.6 -2.1 1.8
N -0.8869 -5.2759 -1.5061 -0.2 -0.7 -3.3
H -1.1576 -5.7802 1.5855 0.4 0.3 -0.4
H -0.9447 -6.8935 0.3131 -0.3 0.2 0.1
H -0.6521 -4.5611 -2.1799 0.1 -0.5 -0.1
H -0.9744 -6.2577 -1.7265 -0.2 0.5 -0.6
C -2.6977 4.1498 -1.1176 2.5 0.1 -0.4
O -2.0399 3.1733 -0.7117 -2.0 0.2 0.8
N -2.1887 4.8050 -2.1649 -0.5 1.0 -1.1
N -3.7778 4.7785 -0.5761 -0.3 -1.8 1.9
H -2.6162 5.7033 -2.3391 0.7 -0.2 -0.7
H -1.3754 4.4276 -2.6299 -0.3 0.4 0.1
H -4.2663 5.6303 -0.8126 0.5 -0.3 -0.3
H -3.9731 4.3454 0.3152 -0.6 0.4 0.0
C 3.7343 3.4622 -0.2308 0.1 -1.2 3.4
O 2.8257 2.7723 0.1540 -2.1 -1.8 2.1
N 4.7702 3.8415 0.5449 0.2 -0.2 0.8
N 3.7317 3.8538 -1.4202 1.0 2.8 -6.7
H 4.6158 3.5413 1.4968 0.8 0.4 -0.1
H 5.5338 4.4006 0.1921 -0.2 -0.2 0.6
H 4.5105 4.3950 -1.7675 -0.4 -0.1 -0.3
H 2.9587 3.6528 -2.0384 0.3 -0.1 0.3
C -4.4305 -1.0037 -1.7325 7.6 0.8 6.2
O -3.4752 -0.9950 -0.8971 -0.5 -0.4 -0.3
N -5.6113 -1.0119 -1.3648 -9.4 -1.0 1.5
N -4.2031 -0.7497 -2.9426 1.0 0.4 -5.8
H -6.0494 -1.2557 -0.4880 1.2 0.0 0.2
H -6.2963 -1.0793 -2.1041 -0.2 0.3 0.1
H -3.2107 -0.6824 -3.1180 -0.2 -0.2 -0.8
H -4.9082 -1.1078 -3.5708 0.8 0.4 -0.8

103
Properties=species:S:1:pos:R:3:forces:R:3 method="wB97M-V/def2-TZVPD" e_lumo_ha=-0.109 energy_ha=-9293.66958 total_charge=+1 e_homo_ev=-9.2
Cd 0.7494 -1.7811 -1.1423 0.0 0.3 0.2
C -3.4947 -3.0954 1.9247 -0.3 -1.3 0.4
P -2.0669 -4.0509 1.3999 0.3 1.1 -2.0
C -2.2809 -4.8711 -0.2309 -0.2 0.5 0.5
C -1.3649 -5.2141 2.5278 -2.3 0.0 1.1
C -2.3240 -5.9682 3.2542 1.8 -0.4 0.0
C -1.8656 -6.7307 4.3361 -0.1 0.8 -0.3
C -0.5401 -6.5848 4.7821 0.0 -0.2 -0.4
C 0.3656 -5.7809 4.0858 0.3 -0.2 -0.1
C -0.0588 -5.1081 2.9366 1.0 0.1 0.0
P 1.0357 -4.0421 1.9299 1.3 0.3 0.9
C 1.7287 -2.8493 3.1084 -0.6 -0.5 0.1
C 2.3277 -5.0160 1.0956 -0.4 1.1 0.3
H -3.0956 -2.3674 2.6309 -0.2 0.0 0.1
H -4.2523 -3.7600 2.3751 0.2 0.5 -0.1
H -3.9106 -2.5990 1.0488 0.1 0.0 0.0
H -3.1787 -4.4896 -0.7429 0.3 -0.2 0.2
H -2.3296 -5.9618 -0.0835 0.0 0.4 -0.1
H -1.3871 -4.6089 -0.8152 -0.2 -0.1 0.1
H -3.3570 -5.9895 2.9407 -0.1 -0.1 0.1
H -2.5914 -7.3617 4.8318 0.3 -0.1 0.3
H -0.1833 -7.1472 5.6391 -0.2 0.1 -0.1
H 1.4320 -5.7208 4.3869 -0.9 0.0 0.0
H 0.8718 -2.3162 3.5512 0.3 0.2 -0.4
H 2.4109 -2.1851 2.5802 -0.1 0.2 0.1
H 2.2144 -3.3387 3.9473 0.3 -0.2 0.0
H 3.2788 -4.8731 1.6179 -0.2 -0.2 -0.1
H 2.4105 -4.6495 0.0684 0.0 0.0 0.0
H 1.9751 -6.0290 1.0930 0.2 -0.6 -0.1
N 4.3650 -3.7537 -4.3272 -0.6 -0.5 1.1
C 3.0599 -2.9017 -4.2990 0.4 0.8 0.3
C 2.8998 -2.2374 -5.6605 0.7 -0.3 -0.2
P 1.7219 -4.0281 -3.6295 -0.2 -0.2 0.9
O 1.0616 -4.6246 -4.9716 -0.6 -0.2 0.1
O 2.6362 -5.0004 -2.9382 -0.8 -0.3 0.1
O 0.5510 -3.3797 -2.8706 1.2 -0.1 -0.5
P 3.4367 -1.6156 -2.9511 1.3 -0.7 1.3
O 2.5588 -0.3912 -3.5665 0.4 0.4 1.3
O 4.9237 -1.4185 -2.8263 -1.2 -0.1 -1.2
O 2.8751 -2.1393 -1.6187 -0.9 0.8 -0.7
H 4.1255 -4.6107 -3.7416 -0.3 0.6 -0.2
H 5.1375 -3.2586 -3.8476 -0.2 0.4 -0.3
H 4.6470 -4.0843 -5.2417 -0.1 0.3 -0.4
H 2.9356 -2.9926 -6.4490 -0.3 0.0 0.0
H 3.7601 -1.5876 -5.8096 0.1 0.2 -0.1
H 2.0184 -1.6223 -5.7860 -0.3 -0.1 0.3
H 0.0986 -4.7787 -4.8482 0.9 0.2 -0.1
H 2.5599 0.3888 -2.9506 0.0 -0.8 -0.8
Se -1.8036 2.4565 3.7992 0.2 0.6 -0.2
P -0.4065 3.3690 2.4428 -1.3 -0.1 0.9
C 0.9004 4.2818 3.2709 0.8 -0.2 0.3
C 2.1461 3.6985 3.5656 -0.5 0.2 -0.2
C 3.1300 4.4465 4.1971 -0.1 -0.5 0.0
C 2.8851 5.7590 4.5663 -0.3 0.3 -0.2
C 1.6541 6.3535 4.2635 0.0 -0.8 0.2
C 0.6436 5.5906 3.6729 0.4 0.4 -0.2
C -1.1018 4.6232 1.2804 -0.4 -0.5 0.3
C -0.3037 4.9648 0.1943 -0.6 0.3 0.3
C -0.7534 5.9183 -0.7155 -0.8 -0.3 -0.1
C -2.0059 6.5338 -0.5518 0.9 -0.6 1.3
C -2.7383 6.2539 0.6023 -0.1 -0.9 -0.2
C -2.3548 5.2400 1.4751 1.0 0.1 0.2
C 0.3078 2.0163 1.5346 1.1 -2.8 -1.2
C -0.0399 1.3239 0.3075 1.9 1.1 2.2
N 0.7938 0.2153 0.2892 -1.0 0.0 0.4
N 1.4552 0.1420 1.4503 0.1 -0.3 -1.3
N 1.2376 1.1439 2.2152 -2.1 2.2 -1.1
P -1.1276 1.6931 -1.0951 1.1 -0.9 0.9
Se -1.3609 -0.2672 -1.9585 -0.8 -0.8 -0.6
C -0.2215 2.5689 -2.3671 -0.7 0.4 -0.4
C 1.1044 2.9115 -2.2372 0.8 -0.1 -0.3
C 1.8446 3.3160 -3.3547 -0.8 0.6 0.0
C 1.2129 3.5486 -4.5800 -0.5 -0.8 0.4
C -0.1383 3.1706 -4.7219 0.1 0.2 0.4
C -0.8353 2.6867 -3.6149 0.0 -0.1 -0.8
C -2.7056 2.4251 -0.6435 -0.6 0.0 0.7
C -3.3471 1.9761 0.5374 -0.1 -0.5 -0.6
C -4.7277 2.1221 0.7126 0.7 0.6 -1.0
C -5.4896 2.7134 -0.3153 0.3 -0.4 0.5
C -4.8396 3.2334 -1.4264 0.2 0.5 0.0
C -3.4493 3.1836 -1.5512 -0.2 -0.4 -0.1
H 2.3124 2.6552 3.3114 0.1 0.3 0.0
H 4.0739 3.9411 4.3803 0.0 0.3 0.2
H 3.6297 6.3379 5.0976 0.1 0.0 -0.1
H 1.4854 7.3866 4.5289 -0.1 0.0 0.1
H -0.3328 6.0272 3.4880 0.1 0.1 0.0
H 0.6449 4.4565 0.1058 0.2 0.2 -0.3
H -0.1708 6.0985 -1.5941 0.3 0.3 -0.4
H -2.4008 7.2649 -1.2157 0.0 0.4 -0.6
H -3.6779 6.7369 0.7967 -0.2 0.3 -0.1
H -2.9610 5.0006 2.3511 0.2 -0.1 -0.3
H 1.6090 2.8018 -1.2898 0.1 -0.1 0.2
H 2.8913 3.5235 -3.2287 0.3 0.1 0.0
H 1.7825 3.9438 -5.4058 0.0 0.0 -0.2
H -0.6996 3.2134 -5.6618 0.6 0.2 0.2
H -1.8516 2.3300 -3.7975 0.3 0.1 0.3
H -2.7675 1.4453 1.2896 -0.1 0.1 -0.1
H -5.1685 1.7610 1.6207 -0.2 -0.1 0.2
H -6.5795 2.7523 -0.2392 0.4 0.0 0.0
H -5.4054 3.7104 -2.2221 0.0 0.0 0.2
H -2.9869 3.6887 -2.3887 0.1 -0.2 -0.1
O -1.0684 -2.8022 1.3412 0.4 -0.6 -0.2
N 0.1852 -3.3592 0.7437 -0.6 0.2 -1.0